Entry 1:
Density functional theory data (ωB97M-V with the def2-TZVPD basis set) for 2 unconnected molecules or ions with the total composition C17H42NO3Si2.

Properties
Gap between HOMO and LUMO   9.04 eV
E_LUMO   -2.3268 eV

Structure (ORCA input):
```
! RIJCOSX wB97M-V def2-TZVPD def2/J DEFGRID3
* xyz 1 1
C 5.767 -2.759 1.555
O 6.737 -2.389 0.604
C 6.412 -2.800 -0.716
C 5.215 -2.064 -1.306
C 5.387 -0.551 -1.235
C 4.226 0.294 -1.799
C 2.854 -0.376 -1.836
C 2.238 -0.559 -0.438
C 1.471 -1.875 -0.247
Si 0.017 -2.134 -1.388
O -0.523 -3.683 -1.317
Si 0.161 -5.132 -1.715
O 0.642 -5.972 -0.391
H 4.828 -2.206 1.421
H 6.170 -2.534 2.541
H 5.548 -3.834 1.506
H 6.238 -3.884 -0.729
H 7.312 -2.600 -1.301
H 4.297 -2.384 -0.804
H 5.123 -2.400 -2.346
H 6.301 -0.299 -1.779
H 5.588 -0.272 -0.199
H 4.482 0.632 -2.806
H 4.134 1.204 -1.196
H 2.196 0.219 -2.474
H 2.928 -1.354 -2.323
H 1.561 0.277 -0.225
H 3.030 -0.487 0.315
H 2.153 -2.726 -0.369
H 1.090 -1.948 0.778
H 0.306 -1.732 -2.782
H -1.113 -1.284 -0.914
H -0.872 -5.930 -2.379
H 1.325 -4.819 -2.582
H 1.528 -5.848 -0.048
C -5.541 2.873 3.400
C -5.911 3.427 2.029
C -5.894 2.376 0.920
C -4.599 1.629 0.625
N -3.429 2.433 0.072
C -2.696 3.163 1.181
C -1.727 2.141 1.735
C -1.206 1.454 0.471
C -2.384 1.471 -0.503
C -3.902 3.385 -0.968
H -4.546 2.420 3.420
H -5.553 3.656 4.157
H -6.249 2.103 3.708
H -5.281 4.285 1.775
H -6.925 3.830 2.068
H -6.306 2.784 -0.004
H -6.579 1.571 1.207
H -4.805 0.869 -0.127
H -4.217 1.121 1.510
H -2.166 3.992 0.712
H -3.419 3.555 1.887
H -2.238 1.436 2.392
H -0.941 2.617 2.316
H -0.871 0.436 0.650
H -0.367 2.013 0.058
H -2.852 0.497 -0.616
H -2.115 1.834 -1.492
H -4.557 4.123 -0.515
H -4.441 2.835 -1.738
H -3.037 3.878 -1.405
*
```

=====

Entry 2:
Density functional theory data (ωB97M-V with the def2-TZVPD basis set) for 11 unconnected molecules or ions with the total composition C17H43N7O24 at a distorted geometry.

Properties
Gap between HOMO and LUMO (spin up / spin down)   9.17 / 1.99 eV
E_LUMO (spin up / spin down)   -3.1262 / -10.2978 eV
Expectation value of S²   0.76

Structure (ORCA input):
```
! RIJCOSX wB97M-V def2-TZVPD def2/J DEFGRID3
* xyz 1 2
C 3.933 -22.158 -3.318
O 3.870 -20.843 -3.805
H 4.156 -22.137 -2.251
H 2.946 -22.619 -3.346
H 4.668 -22.727 -3.888
H 3.125 -20.427 -3.365
C -1.259 -21.886 4.229
N -1.129 -20.850 3.141
O -0.944 -21.241 2.007
O -1.172 -19.615 3.445
H -0.321 -22.437 4.164
H -2.044 -22.612 4.020
H -1.379 -21.365 5.178
C -3.570 -20.214 -0.012
N -3.893 -19.960 1.441
O -4.114 -20.914 2.193
O -3.855 -18.815 1.840
H -4.517 -20.393 -0.522
H -2.960 -21.117 0.013
H -3.008 -19.403 -0.474
C -2.296 -23.088 -2.049
N -2.497 -24.182 -0.998
O -1.855 -25.199 -1.125
O -3.354 -23.967 -0.106
H -1.988 -22.155 -1.576
H -3.163 -22.927 -2.689
H -1.422 -23.324 -2.656
C -2.364 -16.462 3.191
N -0.974 -16.087 3.510
O -0.815 -15.122 4.217
O -0.079 -16.723 2.952
H -2.579 -17.480 3.515
H -2.534 -16.309 2.125
H -3.032 -15.824 3.769
C 2.460 -14.633 2.882
N 1.387 -13.931 2.122
O 0.956 -14.421 1.083
O 1.174 -12.839 2.524
H 3.167 -13.863 3.191
H 2.909 -15.339 2.184
H 1.908 -15.069 3.715
C 3.822 -23.480 3.322
N 3.114 -23.377 2.019
O 3.656 -23.797 1.019
O 2.074 -22.762 2.066
H 4.504 -22.638 3.439
H 4.396 -24.405 3.286
H 3.016 -23.510 4.056
C -1.452 -13.722 -0.728
N -2.768 -14.384 -0.596
O -2.794 -15.589 -0.810
O -3.693 -13.722 -0.172
H -1.363 -13.119 -1.632
H -0.615 -14.410 -0.847
H -1.324 -13.053 0.123
C 2.018 -19.269 2.189
O 2.855 -18.667 3.197
C 4.167 -19.046 3.318
O 4.674 -20.059 2.931
O 4.774 -18.129 4.126
C 5.999 -18.445 4.679
H 2.456 -19.993 1.503
H 1.424 -18.551 1.621
H 1.277 -19.856 2.732
H 5.864 -19.344 5.280
H 6.351 -17.659 5.346
H 6.709 -18.671 3.884
C 0.736 -14.662 -8.943
O 0.732 -15.101 -7.666
C -0.005 -16.167 -7.265
O -0.704 -16.858 -7.995
O 0.158 -16.252 -5.983
C -0.667 -17.077 -5.237
H -0.222 -14.167 -9.106
H 0.699 -15.453 -9.691
H 1.489 -13.911 -9.182
H -0.630 -18.149 -5.432
H -1.728 -16.827 -5.255
H -0.313 -16.967 -4.212
C -0.153 -17.119 -0.347
O 0.816 -18.111 -0.663
C 0.401 -19.324 -1.068
O -0.714 -19.676 -1.447
O 1.321 -20.154 -0.766
C 1.101 -21.553 -0.968
H -0.532 -16.634 -1.247
H 0.305 -16.326 0.245
H -1.029 -17.553 0.135
H 2.005 -22.139 -0.799
H 1.060 -21.641 -2.054
H 0.295 -22.059 -0.437
*
```

=====

Entry 3:
Density functional theory data (ωB97M-V with the def2-TZVPD basis set) for 4 unconnected molecules or ions with the total composition C17H44BrN4O6P at a distorted geometry.

Properties
Gap between HOMO and LUMO   8.75 eV
E_LUMO   -0.1643 eV
SMILES   CC[C@H](Br)NC(=O)OP(C)O.COC[C@@H](C)N.COC[C@@H](C)N.COC[C@@H](C)N

Structure (ORCA input):
```
! RIJCOSX wB97M-V def2-TZVPD def2/J DEFGRID3
* xyz 0 1
C 1.693 -1.245 1.169
C 1.544 0.327 1.630
C 2.884 0.967 2.330
Br 2.212 2.474 3.529
N 3.845 1.633 1.360
C 4.681 0.626 0.592
O 5.180 -0.519 1.123
O 5.051 0.891 -0.819
P 3.788 0.422 -1.922
C 4.352 1.172 -3.630
O 2.274 1.227 -1.601
H 1.316 -1.930 2.068
H 2.798 -1.572 0.958
H 1.078 -1.496 0.178
H 1.216 1.062 0.779
H 0.676 0.371 2.449
H 3.429 0.220 3.078
H 4.549 2.118 1.995
H 5.246 0.588 -4.109
H 4.589 2.309 -3.405
H 3.379 1.122 -4.319
H 2.430 2.121 -1.166
C 7.563 6.791 0.092
O 8.130 6.049 -0.976
C 8.064 4.629 -0.811
C 6.709 4.005 -1.223
C 5.603 4.219 -0.194
N 6.256 4.512 -2.526
H 7.711 6.303 1.060
H 6.500 6.958 -0.093
H 8.049 7.771 0.121
H 8.837 4.221 -1.473
H 8.347 4.343 0.209
H 6.861 2.922 -1.310
H 5.206 5.238 -0.207
H 4.760 3.548 -0.397
H 5.961 4.005 0.819
H 6.961 4.285 -3.229
H 6.285 5.535 -2.479
C -0.793 -2.426 -1.944
O -1.073 -2.587 -0.562
C -2.421 -2.286 -0.193
C -3.419 -3.445 -0.431
C -3.813 -3.616 -1.896
N -2.894 -4.721 0.075
H -1.354 -1.598 -2.387
H -1.001 -3.356 -2.477
H 0.275 -2.217 -2.053
H -2.392 -2.085 0.885
H -2.758 -1.359 -0.671
H -4.336 -3.207 0.122
H -3.027 -4.089 -2.492
H -4.701 -4.254 -1.978
H -4.055 -2.651 -2.353
H -2.717 -4.627 1.077
H -1.958 -4.843 -0.323
C -7.481 -0.883 2.119
O -7.422 -1.645 0.923
C -7.449 -3.061 1.122
C -8.869 -3.648 1.311
C -9.450 -3.399 2.700
N -9.804 -3.132 0.301
H -6.961 -1.372 2.948
H -8.522 -0.687 2.384
H -7.003 0.082 1.932
H -7.027 -3.494 0.208
H -6.780 -3.353 1.940
H -8.793 -4.735 1.185
H -9.791 -2.369 2.836
H -10.318 -4.046 2.871
H -8.713 -3.620 3.480
H -9.456 -3.382 -0.625
H -9.734 -2.110 0.317
*
```

=====

Entry 4:
Density functional theory data (ωB97M-V with the def2-TZVPD basis set) for a molecular structure, C17H45ClN6NbO5 at a distorted geometry.

Properties
Gap between HOMO and LUMO   6.12 eV
E_LUMO   2.0977 eV

Structure (ORCA input):
```
! RIJCOSX wB97M-V def2-TZVPD def2/J DEFGRID3
* xyz -1 1
C -2.996 -3.152 -6.940
C -2.917 -4.070 -5.663
Nb -2.710 -2.822 -3.751
N -2.004 -1.065 -4.802
Cl -5.031 -1.885 -4.083
H -2.021 -2.718 -7.213
H -3.748 -2.365 -6.733
H -3.417 -3.766 -7.773
H -3.910 -4.578 -5.577
H -2.168 -4.888 -5.748
H -2.538 -1.906 -2.184
H -3.457 -4.238 -2.858
H -1.018 -3.403 -3.521
H -1.031 -0.884 -4.557
H -2.543 -0.287 -4.417
C -3.218 0.839 2.202
C -2.874 0.420 0.794
O -1.720 0.385 0.396
N -3.898 0.081 -0.031
C -5.314 0.067 0.264
H -2.301 1.080 2.737
H -3.854 1.725 2.189
H -3.722 0.025 2.727
H -3.605 -0.193 -0.960
H -5.695 -0.945 0.111
H -5.825 0.742 -0.426
H -5.518 0.376 1.286
C -1.463 -6.986 -0.743
C -0.684 -5.987 -1.560
O -1.231 -5.138 -2.236
N 0.680 -6.056 -1.522
C 1.512 -6.984 -0.785
H -2.526 -6.800 -0.878
H -1.243 -8.002 -1.076
H -1.224 -6.879 0.317
H 1.129 -5.357 -2.091
H 2.157 -6.420 -0.108
H 2.139 -7.535 -1.491
H 0.919 -7.689 -0.210
C 0.630 2.376 1.596
C 0.834 2.337 3.082
O 0.021 2.809 3.874
N 1.967 1.751 3.545
C 3.030 1.141 2.774
H -0.313 2.868 1.376
H 1.436 2.938 1.120
H 0.589 1.363 1.194
H 2.044 1.759 4.550
H 3.124 0.095 3.074
H 3.966 1.660 2.996
H 2.837 1.195 1.707
C 1.302 7.742 5.157
C 1.189 6.334 4.626
O 1.799 5.969 3.632
N 0.380 5.471 5.293
C -0.410 5.724 6.478
H 1.980 8.308 4.523
H 0.326 8.231 5.146
H 1.703 7.733 6.173
H 0.347 4.543 4.884
H -0.093 5.038 7.267
H -1.460 5.534 6.248
H -0.300 6.747 6.829
C 4.077 2.010 -2.640
C 4.326 1.951 -1.156
O 3.539 2.414 -0.348
N 5.474 1.356 -0.727
C 6.523 0.751 -1.523
H 3.129 2.509 -2.821
H 4.868 2.576 -3.135
H 4.022 1.002 -3.055
H 5.572 1.354 0.275
H 6.624 -0.298 -1.237
H 7.465 1.265 -1.316
H 6.310 0.812 -2.586
*
```